A molecular structure, C50H40IN5O5Re in a non-equilibrium geometry. Source: OMol25; level of theory: ωB97M-V/def2-TZVPD.

The orbital gap (alpha / beta) comes out at 4.87 / 4.52 eV. The maximum force is 4.479 eV Å⁻¹. The calculation puts the HOMO energy (alpha / beta) at -12.12 / -11.69 eV. Its total charge is +2. Its energy is -2954.6480 a.u. Its spin multiplicity is 4. The expectation value of S² is 4.22.

Each line ends with the Löwdin charge.
Geometry (Å):
Re (0.104, -0.110, 1.074)  1.472
C (6.827, -6.518, -2.128)  -0.031
O (5.610, -6.758, -1.406)  -0.060
C (5.015, -5.785, -0.699)  -0.249
C (5.574, -4.498, -0.459)  0.021
C (4.713, -3.481, -0.117)  -0.017
C (3.334, -3.717, 0.087)  -0.172
C (2.868, -5.023, 0.055)  -0.039
C (3.708, -6.095, -0.251)  0.046
C (2.367, -2.640, 0.298)  -0.010
C (2.733, -1.376, 0.884)  -0.218
C (3.989, -1.042, 1.396)  -0.001
C (4.170, 0.332, 1.310)  0.044
C (2.968, 0.867, 0.808)  -0.210
N (2.000, -0.179, 0.696)  -0.108
C (2.717, 2.089, 0.206)  -0.014
C (1.401, 2.318, -0.393)  -0.116
C (0.992, 3.483, -1.117)  0.016
C (-0.350, 3.389, -1.302)  -0.011
C (-0.894, 2.314, -0.539)  -0.162
C (-2.234, 2.256, -0.146)  -0.027
C (-3.238, 3.285, -0.448)  -0.159
C (-4.586, 2.929, -0.825)  0.012
C (-5.507, 3.960, -1.134)  0.021
C (-5.025, 5.289, -1.284)  -0.229
O (-5.770, 6.320, -1.835)  -0.082
C (-7.176, 6.087, -2.141)  -0.037
C (-3.716, 5.612, -0.914)  0.010
C (-2.875, 4.655, -0.463)  -0.041
C (-2.669, 1.149, 0.694)  -0.170
N (-1.871, -0.017, 0.692)  -0.103
C (-2.743, -1.083, 0.975)  -0.256
C (-2.505, -2.382, 0.373)  -0.041
C (-3.656, -3.338, 0.281)  -0.197
C (-4.265, -3.631, 1.505)  -0.035
C (-5.363, -4.464, 1.472)  0.028
C (-5.811, -5.031, 0.237)  -0.238
O (-6.897, -5.829, 0.421)  -0.089
C (-7.759, -6.245, -0.666)  -0.024
C (-5.089, -4.793, -0.966)  0.009
C (-4.051, -3.899, -0.928)  -0.046
C (-1.249, -2.583, -0.216)  -0.231
C (-0.891, -3.727, -0.952)  0.027
C (0.478, -3.800, -0.999)  0.011
C (1.021, -2.740, -0.200)  -0.186
N (-0.061, -1.888, 0.144)  -0.145
C (-3.972, -0.534, 1.418)  0.021
C (-3.961, 0.833, 1.237)  0.016
N (0.229, 1.475, -0.123)  -0.054
C (3.751, 3.149, -0.016)  -0.182
C (4.504, 3.670, 1.069)  -0.035
C (5.486, 4.602, 0.910)  0.038
C (5.671, 5.127, -0.435)  -0.248
O (6.555, 6.150, -0.522)  -0.073
C (7.095, 6.392, -1.873)  -0.034
C (4.915, 4.668, -1.526)  0.000
C (4.016, 3.638, -1.292)  -0.051
H (7.043, -7.468, -2.624)  0.105
H (7.615, -6.380, -1.410)  0.090
H (6.714, -5.698, -2.831)  0.102
H (6.621, -4.328, -0.687)  0.119
H (5.145, -2.484, -0.067)  0.109
H (1.845, -5.246, 0.314)  0.116
H (3.326, -7.150, -0.307)  0.149
H (4.710, -1.824, 1.666)  0.129
H (4.974, 0.932, 1.719)  0.125
H (1.683, 4.304, -1.403)  0.133
H (-0.990, 4.053, -1.873)  0.127
H (-4.858, 1.893, -0.912)  0.109
H (-6.543, 3.698, -1.310)  0.107
H (-7.559, 7.012, -2.569)  0.098
H (-7.740, 5.750, -1.281)  0.090
H (-7.199, 5.306, -2.931)  0.103
H (-3.496, 6.674, -0.995)  0.137
H (-1.840, 4.799, -0.161)  0.114
H (-3.928, -3.148, 2.416)  0.120
H (-6.009, -4.654, 2.365)  0.144
H (-8.416, -6.957, -0.268)  0.073
H (-7.168, -6.734, -1.476)  0.099
H (-8.310, -5.367, -1.027)  0.105
H (-5.356, -5.426, -1.840)  0.128
H (-3.481, -3.543, -1.847)  0.145
H (-1.662, -4.356, -1.442)  0.126
H (1.102, -4.562, -1.461)  0.122
H (-4.804, -1.164, 1.806)  0.136
H (-4.723, 1.489, 1.584)  0.118
H (4.353, 3.178, 2.022)  0.111
H (6.099, 5.035, 1.686)  0.126
H (8.039, 6.945, -1.817)  0.095
H (6.396, 7.023, -2.457)  0.101
H (7.293, 5.424, -2.381)  0.101
H (5.064, 4.985, -2.569)  0.123
H (3.493, 3.249, -2.160)  0.124
N (-0.793, 2.227, 4.413)  0.235
C (0.219, 1.647, 3.691)  -0.525
O (-0.007, 1.568, 2.404)  -0.207
C (1.318, 1.196, 4.399)  0.177
I (-0.246, -2.061, 3.158)  0.346
H (-1.591, 2.671, 3.958)  0.147
H (-0.551, 2.488, 5.320)  0.096
H (1.481, 1.471, 5.469)  0.117
H (2.111, 0.702, 3.790)  0.088

A molecular structure, C50H41BrCeClN10O3S in a non-equilibrium geometry. Source: OMol25; level of theory: ωB97M-V/def2-TZVPD.

The orbital gap (alpha / beta) comes out at 4.99 / 4.96 eV. The maximum force is 2.685 eV Å⁻¹. The calculation puts the HOMO energy (alpha / beta) at -9.10 / -9.10 eV. Its total charge is +1. Its energy is -6610.6660 a.u. Its spin multiplicity is 1.

Each line ends with the Löwdin charge.
Geometry (Å):
Ce (-0.306, 0.693, 0.733)  1.365
C (0.768, -2.184, -1.092)  -0.112
N (-0.240, -1.170, -1.337)  -0.106
C (-0.279, -0.652, -2.700)  -0.098
C (0.026, 0.812, -2.767)  -0.315
N (0.395, 1.557, -1.762)  0.093
C (0.544, 2.844, -2.280)  -0.216
C (0.939, 4.025, -1.657)  -0.007
C (0.987, 5.172, -2.425)  -0.065
C (0.663, 5.153, -3.789)  -0.069
C (0.292, 3.983, -4.426)  -0.004
C (0.241, 2.838, -3.642)  -0.175
N (-0.081, 1.517, -3.924)  0.182
C (2.050, -1.563, -0.645)  -0.297
N (2.164, -0.315, -0.294)  0.119
C (3.480, -0.173, 0.147)  -0.202
C (4.142, 0.935, 0.672)  -0.001
C (5.449, 0.763, 1.086)  -0.072
C (6.098, -0.476, 0.983)  -0.071
C (5.457, -1.580, 0.455)  -0.008
C (4.144, -1.398, 0.040)  -0.175
N (3.202, -2.266, -0.487)  0.182
H (0.947, -2.821, -1.963)  0.134
H (0.406, -2.834, -0.289)  0.142
H (-1.169, -1.587, -1.155)  0.049
H (-1.281, -0.806, -3.113)  0.132
H (0.428, -1.177, -3.348)  0.139
H (1.206, 4.028, -0.606)  0.101
H (1.294, 6.108, -1.972)  0.108
H (0.715, 6.073, -4.357)  0.110
H (0.065, 3.959, -5.485)  0.116
H (-0.379, 1.156, -4.814)  0.172
H (3.627, 1.887, 0.759)  0.112
H (6.000, 1.595, 1.506)  0.092
H (7.117, -0.569, 1.332)  0.109
H (5.952, -2.541, 0.386)  0.114
H (3.338, -3.243, -0.678)  0.168
Br (5.007, 6.610, -0.143)  0.737
C (4.909, 5.898, 1.607)  -0.694
C (5.112, 4.537, 1.797)  -0.122
C (4.974, 4.006, 3.068)  -0.026
C (4.643, 4.829, 4.147)  -0.296
C (4.515, 6.200, 3.947)  -0.030
C (4.628, 6.736, 2.675)  -0.118
N (4.584, 4.337, 5.475)  0.076
N (4.054, 3.253, 5.774)  0.067
C (3.223, 2.492, 4.953)  -0.239
C (3.360, 1.105, 5.077)  -0.010
C (2.772, 0.239, 4.189)  0.011
C (1.956, 0.697, 3.122)  -0.357
O (1.451, -0.086, 2.271)  -0.158
C (1.692, 2.141, 3.074)  -0.136
N (0.837, 2.583, 2.119)  0.032
C (0.478, 3.854, 2.110)  -0.110
C (0.906, 4.762, 3.079)  -0.009
C (1.794, 4.337, 4.032)  0.022
C (2.268, 3.012, 4.008)  -0.095
H (5.360, 3.903, 0.956)  0.091
H (5.118, 2.944, 3.232)  0.111
H (4.289, 6.838, 4.795)  0.122
H (4.504, 7.798, 2.513)  0.105
H (4.015, 0.735, 5.856)  0.120
H (2.941, -0.828, 4.268)  0.118
H (-0.200, 4.160, 1.321)  0.105
H (0.527, 5.775, 3.076)  0.118
H (2.108, 5.008, 4.820)  0.125
C (-2.449, -5.092, 6.432)  -0.038
C (-2.412, -3.922, 5.485)  -0.250
C (-3.415, -2.954, 5.504)  -0.016
C (-3.387, -1.883, 4.623)  -0.044
C (-2.341, -1.784, 3.718)  -0.281
C (-1.322, -2.729, 3.687)  -0.035
C (-1.363, -3.790, 4.571)  -0.021
S (-2.339, -0.462, 2.549)  0.622
O (-3.579, 0.237, 2.696)  -0.253
O (-1.140, 0.357, 2.816)  -0.389
N (-2.047, -1.077, 1.109)  -0.182
C (-3.052, -1.858, 0.497)  -0.335
C (-4.250, -2.268, 1.112)  0.000
C (-5.104, -3.109, 0.433)  -0.040
C (-4.777, -3.539, -0.847)  -0.064
C (-3.593, -3.091, -1.378)  -0.121
N (-2.750, -2.286, -0.723)  0.092
H (-3.424, -5.183, 6.907)  0.079
H (-1.700, -4.969, 7.217)  0.092
H (-2.227, -6.021, 5.908)  0.085
H (-4.231, -3.046, 6.210)  0.120
H (-4.166, -1.131, 4.617)  0.120
H (-0.513, -2.625, 2.971)  0.118
H (-0.579, -4.539, 4.555)  0.122
H (-4.497, -1.920, 2.102)  0.095
H (-6.025, -3.432, 0.900)  0.120
H (-5.434, -4.185, -1.413)  0.111
H (-3.281, -3.385, -2.374)  0.114
Cl (-6.868, -0.494, -2.126)  0.678
C (-5.475, 0.342, -1.503)  -0.667
C (-4.346, 0.486, -2.287)  -0.106
C (-3.252, 1.179, -1.784)  -0.040
C (-3.234, 1.729, -0.493)  -0.297
C (-2.050, 2.456, 0.032)  -0.143
C (-4.422, 1.602, 0.242)  -0.042
C (-5.517, 0.906, -0.236)  -0.086
H (-4.339, 0.090, -3.295)  0.108
H (-2.394, 1.344, -2.427)  0.097
H (-2.342, 3.022, 0.923)  0.076
H (-1.666, 3.147, -0.718)  0.066
H (-4.490, 2.073, 1.213)  0.114
H (-6.420, 0.835, 0.358)  0.117

Q: Look up the total charge of the first one.
A: +2